(1)
# C2H10N3

A 2-piece molecular cluster, C2H10N3 overall at a distorted geometry (ωB97M-V/def2-TZVPD, the Open Molecules 2025 dataset).

The geometry in XYZ format:
```
15
Properties=species:S:1:pos:R:3:forces:R:3
C -0.4639 0.5684 2.3200 1.94 -1.19 2.39
N -1.0262 -0.1580 1.1739 0.61 0.92 0.65
H 0.5536 0.2290 2.5594 0.16 0.35 -0.81
H -0.8791 0.2956 3.3176 -0.75 0.10 -0.88
H -0.4818 1.6279 2.2953 -0.06 0.91 -0.67
H -1.3026 -0.9830 1.6201 -0.71 -1.98 0.33
H -1.8671 0.3340 1.0613 -1.81 0.54 -0.84
H -0.6046 -0.6168 -0.2618 1.90 2.04 -0.52
N 1.6146 0.5791 -2.0367 -0.72 0.86 -1.18
C 0.6871 -0.3574 -2.2620 -0.45 -3.33 1.65
N -0.1460 -0.8153 -1.2808 0.95 1.90 -0.72
H 2.2996 0.9469 -2.7722 -1.75 -0.82 1.43
H 1.3664 1.1781 -1.2367 0.83 -0.23 -0.52
H 0.6933 -1.0892 -3.1676 0.43 1.92 1.39
H -0.4432 -1.7395 -1.3297 -0.57 -2.00 -1.71
```
Positions in Å, forces in eV/Å.

* energy relative to the best compared isomer or geometry (same formula, charge and spin): 1.999 eV
* E_HOMO: -0.5325 Ha
* strongest force on any atom: 3.743 eV/Å
* electronic energy: -6699.040 eV
* total charge: +1
* orbital gap: 10.9 eV
* M: 76.12 g/mol

These are the Mulliken partial charges, in e, on atoms 1 to 8:
1. C -0.944
2. N -0.628
3. H 0.335
4. H 0.321
5. H 0.330
6. H 0.281
7. H 0.252
8. H 0.447



(2)
# C4H8O2

An isolated molecule of C4H8O2 at a distorted geometry (ωB97M-V/def2-TZVPD, the Open Molecules 2025 dataset).

The geometry in XYZ format:
```
14
Properties=species:S:1:pos:R:3:forces:R:3
C 2.0073 -0.1669 0.4067 0.05 1.97 1.75
C 0.9466 0.6993 -0.1641 -5.75 -0.03 2.69
O 0.9313 1.7517 -0.7297 1.36 -0.59 -0.26
C -0.8081 0.1990 0.3291 2.91 -0.88 1.48
C -1.2667 -0.8908 -0.6398 -3.41 2.13 0.43
O -1.5842 1.3316 0.5225 0.18 -0.80 1.15
H 1.9849 -0.3605 1.5461 -0.25 1.18 -1.67
H 2.8739 0.3672 0.0758 1.33 -0.64 0.05
H 1.8305 -1.1279 0.0784 0.21 -2.16 -1.41
H -0.8336 -0.2992 1.3813 0.63 1.03 -1.61
H -0.6606 -0.9572 -1.4953 0.68 -0.20 -1.23
H -2.3753 -0.5404 -0.9724 2.39 -1.31 0.62
H -1.2859 -1.8114 -0.0780 -0.28 -0.47 -0.29
H -1.7603 1.8056 -0.2606 -0.03 0.76 -1.67
```
Positions in Å, forces in eV/Å.

* energy relative to the best compared isomer or geometry (same formula, charge and spin): 2.791 eV
* SMILES: CC(=O)[C@H](C)O
* E_HOMO: -0.3108 Ha
* strongest force on any atom: 6.349 eV/Å
* electronic energy: -8370.490 eV
* orbital gap: 9.3 eV
* M: 88.11 g/mol

These are the Mulliken partial charges, in e, on atoms 1 to 8:
1. C -1.212
2. C 0.715
3. O -0.517
4. C 0.149
5. C -1.054
6. O -0.531
7. H 0.290
8. H 0.361



(3)
# C15H21N4O4ReS3Se

C15H21N4O4ReS3Se as an isolated structure (ωB97M-V/def2-TZVPD, the Open Molecules 2025 dataset).

The geometry in XYZ format:
```
49
Properties=species:S:1:pos:R:3:forces:R:3
Re -1.7718 1.8549 2.0688 -0.47 0.21 -0.04
C 0.5622 -2.3178 -4.1282 -0.03 0.02 0.02
C -0.1243 -1.9173 -2.8486 -0.03 0.00 -0.02
C 0.4692 -2.1541 -1.6153 -0.01 -0.07 -0.01
C -0.1536 -1.7722 -0.4342 0.06 -0.09 0.08
C -1.3917 -1.1636 -0.4885 -0.13 0.16 -0.23
C -2.0075 -0.9158 -1.7089 0.11 0.06 0.00
C -1.3697 -1.2872 -2.8784 0.05 -0.02 0.00
S -2.2530 -0.7663 1.0041 0.40 0.03 0.54
O -1.1736 -0.4705 1.9884 -0.45 -0.12 -0.09
O -3.0988 -1.8941 1.2820 -0.07 -0.04 0.04
N -2.9887 0.6057 0.7682 -0.22 -0.06 -0.10
C -4.4113 0.6851 1.1241 0.20 0.00 -0.02
C -4.5453 0.9511 2.6260 0.44 0.13 0.23
O -5.6125 0.8420 3.1921 -0.16 -0.02 0.00
O -3.4165 1.2766 3.2040 -0.18 -0.12 -0.35
H 1.4835 -2.8649 -3.9280 0.00 0.00 0.01
H 0.8139 -1.4406 -4.7279 0.00 0.00 -0.01
H -0.0827 -2.9538 -4.7368 0.00 0.00 0.00
H 1.4339 -2.6502 -1.5787 -0.01 0.02 0.02
H 0.3139 -1.9386 0.5293 -0.02 -0.01 -0.03
H -2.9567 -0.3966 -1.7346 0.00 -0.01 0.02
H -1.8400 -1.0754 -3.8319 0.00 -0.01 0.00
H -4.9610 -0.2213 0.8752 0.02 -0.03 -0.01
H -4.8470 1.5252 0.5832 0.00 0.01 -0.01
Se -0.4889 2.6394 3.7981 0.28 -0.04 -0.01
C 2.7711 -1.1380 2.4941 0.03 -0.02 0.03
C 2.7265 0.3447 2.1582 -0.03 0.02 -0.04
N 1.4329 0.7324 1.6216 0.03 0.04 0.17
C 1.1523 1.3047 0.4748 -0.06 0.05 -0.37
S -0.3326 2.1208 0.1803 0.31 0.01 0.04
N 2.0665 1.3317 -0.5427 -0.07 0.00 -0.07
C 2.8573 0.1714 -0.9619 0.01 0.04 0.05
C 4.3062 0.5348 -1.2384 0.01 0.01 -0.01
H 3.7089 -1.3845 2.9941 0.00 -0.02 -0.01
H 2.6818 -1.7574 1.5991 0.01 0.01 0.02
H 1.9469 -1.3969 3.1597 0.01 0.01 0.00
H 3.5078 0.6279 1.4561 0.01 0.01 0.03
H 2.8773 0.9352 3.0648 0.01 -0.02 0.01
H 0.6964 0.8566 2.3165 -0.10 -0.04 0.09
H 1.6912 1.8575 -1.3199 0.03 0.01 0.00
H 2.3996 -0.2505 -1.8609 0.02 -0.01 0.04
H 2.7862 -0.5963 -0.1932 0.00 0.02 -0.07
H 4.3694 1.2884 -2.0249 0.00 0.00 0.00
H 4.8634 -0.3445 -1.5663 0.00 0.00 0.00
H 4.7903 0.9426 -0.3503 0.00 -0.01 0.01
S -2.9075 3.8993 1.5634 -0.06 -0.25 -0.10
C -2.9640 3.8704 -0.1352 0.12 0.09 0.20
N -3.0098 3.8702 -1.2920 -0.06 -0.01 -0.02
```
Positions in Å, forces in eV/Å.

* 2S+1: 2
* energy relative to the best compared isomer or geometry (same formula, charge and spin): 0.436 eV
* E_HOMO (spin up / spin down): -0.1412 / -0.1491 Ha
* expectation value of S²: 0.832
* strongest force on any atom: 0.674 eV/Å
* electronic energy: -130032.179 eV
* total charge: -1
* orbital gap (spin up / spin down): 5.9 / 6.1 eV
* M: 682.73 g/mol

These are the Mulliken partial charges, in e, on atoms 1 to 8:
1. Re 0.773
2. C -1.693
3. C 1.180
4. C -0.855
5. C -0.068
6. C 0.196
7. C -0.675
8. C -0.855



(4)
# C6H12LuN2OP

C6H12LuN2OP as an isolated structure at a distorted geometry (ωB97M-V/def2-TZVPD, the Open Molecules 2025 dataset).

The geometry in XYZ format:
```
23
Properties=species:S:1:pos:R:3:forces:R:3
C -2.6179 1.3005 -0.4732 -0.18 -0.94 1.04
C -2.4165 0.4139 -1.5574 -0.31 -0.48 0.83
C -2.9557 -0.8588 -1.2019 0.26 0.69 0.64
C -3.4443 -0.7821 0.1390 0.10 0.55 -0.71
C -3.2868 0.5456 0.5989 1.16 0.14 -1.16
Lu 1.1732 0.0220 1.9242 -1.41 -0.44 2.49
P 1.5911 2.4616 0.9942 0.92 2.13 -0.75
H -2.3377 2.3539 -0.4275 -0.17 -0.22 -0.07
H -1.8671 0.6318 -2.4607 -0.17 0.12 -0.22
H -3.0081 -1.7270 -1.8497 0.08 0.03 0.09
H -3.5883 0.9327 1.5657 -0.04 0.02 -0.12
H -3.9067 -1.5966 0.6865 -0.02 0.11 -0.06
H 1.3591 3.7048 1.6717 0.13 -0.36 -0.07
H 1.6170 2.9877 -0.3443 0.01 -0.33 0.41
H 3.0338 2.3538 1.2252 -1.08 0.48 -0.29
N 2.9994 -1.0111 1.0386 1.86 -0.37 -1.20
C 2.1012 -1.3040 -0.0626 -0.82 0.05 0.15
N 2.3964 -2.2217 -0.9716 0.15 -0.02 -0.07
O 0.8892 -0.9659 0.1636 0.63 -0.54 -1.47
H 3.8147 -0.4493 0.7460 -0.80 -0.15 0.32
H 3.4374 -1.8872 1.3822 -0.30 -0.25 0.33
H 1.6569 -2.4492 -1.6272 0.21 -0.13 0.03
H 3.3596 -2.4555 -1.1598 -0.23 -0.09 -0.13
```
Positions in Å, forces in eV/Å.

* energy relative to the best compared isomer or geometry (same formula, charge and spin): 0.693 eV
* E_HOMO (spin up / spin down): -0.1864 / -0.1865 Ha
* strongest force on any atom: 2.892 eV/Å
* electronic energy: -54346.203 eV
* orbital gap (spin up / spin down): 3.8 / 3.8 eV
* M: 334.12 g/mol

These are the Mulliken partial charges, in e, on atoms 1 to 8:
1. C -0.565
2. C -0.574
3. C -0.552
4. C -0.469
5. C -0.677
6. Lu 0.340
7. P -0.323
8. H 0.464



(5)
# C25H65GaN4O3P

C25H65GaN4O3P as an isolated structure at a distorted geometry (ωB97M-V/def2-TZVPD, the Open Molecules 2025 dataset).

The geometry in XYZ format:
```
99
Properties=species:S:1:pos:R:3:forces:R:3
C 5.3971 -1.0546 -2.6415 -0.12 0.11 -0.42
C 5.6223 0.1628 -1.5633 0.91 -0.89 0.07
O 5.5051 1.4614 -2.2447 -1.78 -0.74 1.50
C 4.2406 2.1456 -1.9335 -0.86 1.04 0.21
C 3.6190 2.8272 -3.2969 0.72 -0.83 -0.98
O 2.1491 2.8623 -3.3532 1.04 0.44 1.75
C 1.5545 3.3965 -2.1186 0.14 0.65 1.09
C -0.0087 3.8721 -2.2509 0.38 1.12 -0.71
O -0.7341 3.3304 -3.4092 1.43 -0.18 1.90
C -0.9205 1.8739 -3.3290 -0.47 -1.36 -1.28
Ga -2.0551 1.2170 -1.7278 1.11 0.43 0.16
P -3.6141 -0.3767 -2.5008 -0.77 0.97 0.32
N -5.0775 -0.1830 -1.8371 0.39 0.47 0.45
H 4.6307 -1.8820 -2.2616 1.83 1.78 -0.72
H 6.4443 -1.5227 -2.8904 -2.17 0.68 0.46
H 4.9623 -0.6126 -3.6551 0.91 -0.85 2.27
H 6.7338 0.1122 -1.1371 -2.37 0.09 -0.96
H 4.9142 0.0174 -0.6428 1.12 0.62 -1.79
H 3.4363 1.4209 -1.4305 1.80 1.47 -1.31
H 4.4528 3.0337 -1.1845 -0.33 -1.88 -1.22
H 4.0898 3.8953 -3.5415 -1.06 -2.04 0.90
H 3.9675 2.1329 -4.1998 -0.90 1.42 1.94
H 2.1759 4.3722 -1.8246 -1.23 -1.99 -0.37
H 1.5926 2.6324 -1.2029 0.19 1.39 -2.11
H -0.5169 3.6918 -1.2126 0.70 -0.04 -1.97
H 0.0176 5.0556 -2.4027 -0.22 -2.58 0.10
H 0.0684 1.2437 -3.3588 -1.41 1.54 -0.16
H -1.5253 1.5661 -4.3111 1.40 0.87 1.87
H -1.0266 0.5039 -0.6886 -0.11 -0.15 -0.05
H -2.7306 2.4319 -0.9231 -0.27 -0.16 -0.22
H -3.7284 -0.2272 -3.9570 0.39 -0.77 0.71
H -3.0599 -1.6848 -2.2599 -0.26 0.23 -0.71
H -4.9920 0.6344 -1.1936 -0.14 -0.90 -0.66
C 4.6012 -1.2709 4.4404 -0.03 -0.09 -0.05
C 3.4763 -0.5445 3.7050 0.11 -0.12 -0.04
N 3.0833 -1.1601 2.4381 0.11 0.05 -0.29
C 2.1819 -0.3168 1.6447 0.16 0.14 -0.04
C 0.7996 -0.0239 2.2210 -0.26 0.17 -0.12
C 2.7167 -2.5760 2.4929 0.37 -0.04 0.04
C 1.5591 -2.9723 3.4042 -0.35 -0.24 0.05
H 5.4957 -1.3492 3.8143 -0.13 -0.05 0.02
H 4.8728 -0.7164 5.3456 -0.08 -0.03 -0.13
H 4.3039 -2.2753 4.7554 0.05 0.05 -0.05
H 3.8371 0.4755 3.5092 -0.25 -0.17 -0.21
H 2.6257 -0.4440 4.3886 -0.09 0.06 0.16
H 2.0611 -0.7545 0.6458 0.06 -0.12 0.19
H 2.6847 0.6431 1.4679 0.11 -0.11 0.15
H 0.1319 -0.8791 2.1205 -0.01 0.08 0.05
H 0.3418 0.8005 1.6640 0.01 -0.17 0.02
H 0.8358 0.2749 3.2714 0.06 -0.05 -0.01
H 3.6007 -3.1505 2.7966 -0.01 0.20 0.04
H 2.5039 -2.9380 1.4776 0.02 0.34 0.09
H 1.5918 -2.4649 4.3716 0.03 0.03 -0.06
H 1.5974 -4.0486 3.6020 0.01 0.05 -0.01
H 0.5921 -2.7708 2.9387 0.08 0.05 0.15
C -2.3448 3.3376 -6.7169 -0.04 -0.09 -0.05
C -3.7448 3.1592 -7.3018 0.22 0.06 0.11
N -3.7913 2.3759 -8.5358 -0.21 0.03 -0.50
C -5.0991 2.4262 -9.1994 0.28 0.23 0.04
C -6.2870 1.8102 -8.4659 -0.34 -0.09 -0.05
C -3.1753 1.0492 -8.4837 0.34 0.14 0.03
C -3.7209 0.0554 -7.4629 -0.07 -0.32 0.09
H -1.6727 3.8108 -7.4396 -0.07 -0.11 0.01
H -2.3910 3.9804 -5.8307 0.00 -0.18 -0.11
H -1.9077 2.3859 -6.4015 -0.01 0.16 -0.02
H -4.1306 4.1685 -7.5052 -0.12 -0.28 -0.20
H -4.3913 2.7334 -6.5260 -0.06 0.00 0.14
H -5.0204 1.9645 -10.1916 0.18 -0.06 0.14
H -5.3358 3.4791 -9.4014 0.17 -0.03 0.15
H -6.2721 0.7218 -8.5181 0.01 0.03 0.12
H -7.2170 2.1358 -8.9441 0.05 -0.01 0.04
H -6.3379 2.1132 -7.4174 0.05 -0.05 -0.09
H -2.1014 1.1739 -8.2966 -0.17 0.16 0.06
H -3.2167 0.5876 -9.4799 -0.18 0.27 0.05
H -3.9147 0.5142 -6.4902 0.03 -0.02 -0.08
H -2.9925 -0.7463 -7.3030 -0.05 0.08 0.01
H -4.6405 -0.4183 -7.8129 0.02 0.07 0.14
C -1.5730 -3.7168 10.4624 -0.07 0.02 -0.09
C -0.3410 -3.3820 9.6233 -0.13 -0.09 0.00
N -0.4876 -3.6565 8.1944 0.20 -0.20 -0.21
C 0.7775 -3.5572 7.4576 -0.05 -0.27 0.16
C 1.4452 -2.1870 7.3829 0.24 0.15 -0.18
C -1.6387 -3.0415 7.5320 -0.26 -0.23 0.14
C -1.7471 -1.5202 7.5697 -0.10 0.32 -0.18
H -1.8524 -4.7691 10.3505 0.01 0.14 -0.07
H -1.3613 -3.5368 11.5223 0.03 -0.01 -0.17
H -2.4323 -3.0949 10.1958 0.06 -0.09 0.01
H 0.4839 -3.9906 10.0207 -0.01 0.11 -0.34
H -0.0699 -2.3367 9.8101 0.05 0.15 0.11
H 0.6336 -3.9345 6.4374 -0.20 0.07 0.14
H 1.4907 -4.2563 7.9138 -0.19 0.04 0.12
H 0.9458 -1.5343 6.6673 0.00 0.06 0.09
H 2.4770 -2.3050 7.0350 -0.06 0.01 0.03
H 1.4850 -1.6844 8.3522 -0.04 -0.04 -0.06
H -2.5536 -3.4586 7.9709 0.20 -0.01 0.09
H -1.6761 -3.3702 6.4843 0.27 -0.04 0.22
H -1.5005 -1.1045 8.5499 0.01 -0.06 -0.04
H -2.7739 -1.2179 7.3393 0.10 -0.03 0.01
H -1.1042 -1.0514 6.8218 -0.03 0.02 0.16
```
Positions in Å, forces in eV/Å.

* E_HOMO: -0.1666 Ha
* strongest force on any atom: 2.665 eV/Å
* electronic energy: -100740.730 eV
* total charge: -1
* orbital gap: 6.7 eV
* M: 570.52 g/mol

These are the Mulliken partial charges, in e, on atoms 1 to 8:
1. C -0.783
2. C 0.163
3. O -0.402
4. C 0.081
5. C -0.458
6. O -0.274
7. C 0.048
8. C -0.539



What did the fourth record say?
# C6H12LuN2OP

C6H12LuN2OP as an isolated structure at a distorted geometry (ωB97M-V/def2-TZVPD, the Open Molecules 2025 dataset).

The geometry in XYZ format:
```
23
Properties=species:S:1:pos:R:3:forces:R:3
C -2.6179 1.3005 -0.4732 -0.18 -0.94 1.04
C -2.4165 0.4139 -1.5574 -0.31 -0.48 0.83
C -2.9557 -0.8588 -1.2019 0.26 0.69 0.64
C -3.4443 -0.7821 0.1390 0.10 0.55 -0.71
C -3.2868 0.5456 0.5989 1.16 0.14 -1.16
Lu 1.1732 0.0220 1.9242 -1.41 -0.44 2.49
P 1.5911 2.4616 0.9942 0.92 2.13 -0.75
H -2.3377 2.3539 -0.4275 -0.17 -0.22 -0.07
H -1.8671 0.6318 -2.4607 -0.17 0.12 -0.22
H -3.0081 -1.7270 -1.8497 0.08 0.03 0.09
H -3.5883 0.9327 1.5657 -0.04 0.02 -0.12
H -3.9067 -1.5966 0.6865 -0.02 0.11 -0.06
H 1.3591 3.7048 1.6717 0.13 -0.36 -0.07
H 1.6170 2.9877 -0.3443 0.01 -0.33 0.41
H 3.0338 2.3538 1.2252 -1.08 0.48 -0.29
N 2.9994 -1.0111 1.0386 1.86 -0.37 -1.20
C 2.1012 -1.3040 -0.0626 -0.82 0.05 0.15
N 2.3964 -2.2217 -0.9716 0.15 -0.02 -0.07
O 0.8892 -0.9659 0.1636 0.63 -0.54 -1.47
H 3.8147 -0.4493 0.7460 -0.80 -0.15 0.32
H 3.4374 -1.8872 1.3822 -0.30 -0.25 0.33
H 1.6569 -2.4492 -1.6272 0.21 -0.13 0.03
H 3.3596 -2.4555 -1.1598 -0.23 -0.09 -0.13
```
Positions in Å, forces in eV/Å.

* energy relative to the best compared isomer or geometry (same formula, charge and spin): 0.693 eV
* E_HOMO (spin up / spin down): -0.1864 / -0.1865 Ha
* strongest force on any atom: 2.892 eV/Å
* electronic energy: -54346.203 eV
* orbital gap (spin up / spin down): 3.8 / 3.8 eV
* M: 334.12 g/mol

These are the Mulliken partial charges, in e, on atoms 1 to 8:
1. C -0.565
2. C -0.574
3. C -0.552
4. C -0.469
5. C -0.677
6. Lu 0.340
7. P -0.323
8. H 0.464



Please write out number 1 again, unchanged.
# C2H10N3

A 2-piece molecular cluster, C2H10N3 overall at a distorted geometry (ωB97M-V/def2-TZVPD, the Open Molecules 2025 dataset).

The geometry in XYZ format:
```
15
Properties=species:S:1:pos:R:3:forces:R:3
C -0.4639 0.5684 2.3200 1.94 -1.19 2.39
N -1.0262 -0.1580 1.1739 0.61 0.92 0.65
H 0.5536 0.2290 2.5594 0.16 0.35 -0.81
H -0.8791 0.2956 3.3176 -0.75 0.10 -0.88
H -0.4818 1.6279 2.2953 -0.06 0.91 -0.67
H -1.3026 -0.9830 1.6201 -0.71 -1.98 0.33
H -1.8671 0.3340 1.0613 -1.81 0.54 -0.84
H -0.6046 -0.6168 -0.2618 1.90 2.04 -0.52
N 1.6146 0.5791 -2.0367 -0.72 0.86 -1.18
C 0.6871 -0.3574 -2.2620 -0.45 -3.33 1.65
N -0.1460 -0.8153 -1.2808 0.95 1.90 -0.72
H 2.2996 0.9469 -2.7722 -1.75 -0.82 1.43
H 1.3664 1.1781 -1.2367 0.83 -0.23 -0.52
H 0.6933 -1.0892 -3.1676 0.43 1.92 1.39
H -0.4432 -1.7395 -1.3297 -0.57 -2.00 -1.71
```
Positions in Å, forces in eV/Å.

* energy relative to the best compared isomer or geometry (same formula, charge and spin): 1.999 eV
* E_HOMO: -0.5325 Ha
* strongest force on any atom: 3.743 eV/Å
* electronic energy: -6699.040 eV
* total charge: +1
* orbital gap: 10.9 eV
* M: 76.12 g/mol

These are the Mulliken partial charges, in e, on atoms 1 to 8:
1. C -0.944
2. N -0.628
3. H 0.335
4. H 0.321
5. H 0.330
6. H 0.281
7. H 0.252
8. H 0.447



Q: Which formula does entry 3 have?
A: C15H21N4O4ReS3Se